# C42H36FeNO5

A molecular structure, C42H36FeNO5 (the ωB97M-V functional and the def2-TZVPD basis, the OMol25 dataset).

Geometry as XYZ:
```
85
Properties=species:S:1:pos:R:3:forces:R:3:lowdin_charge:R:1
Fe 0.330 0.727 0.234 -0.13 -0.32 -0.15 0.859
O -1.178 1.882 0.310 0.20 0.02 0.09 -0.252
C -2.418 1.480 0.769 0.00 -0.08 -0.04 -0.486
C -2.840 0.171 0.029 0.00 -0.05 0.04 -0.058
C -2.214 -1.103 0.533 -0.06 0.03 -0.07 -0.239
C -3.021 -2.215 0.737 0.04 -0.02 -0.02 -0.021
C -2.444 -3.404 1.149 0.01 0.03 -0.01 -0.051
C -1.080 -3.440 1.356 -0.03 0.02 -0.04 -0.028
C -0.325 -2.282 1.164 0.07 -0.10 0.01 -0.236
C 1.143 -2.365 1.524 -0.02 0.01 0.02 -0.042
C 2.207 -1.454 0.868 -0.07 -0.04 -0.02 -0.502
O 1.886 -0.120 0.966 -0.01 0.19 0.03 -0.241
C 2.465 -1.741 -0.616 -0.06 -0.01 -0.06 -0.150
C 1.674 -2.479 -1.433 0.03 0.02 0.10 0.025
C 1.856 -2.454 -2.912 0.03 -0.07 -0.03 -0.180
C 3.209 -2.012 -3.339 0.02 0.02 0.01 -0.037
C 3.993 -1.295 -2.491 0.01 -0.01 -0.05 -0.066
C 3.590 -1.063 -1.168 0.01 0.02 0.02 0.022
C 3.501 -1.748 1.646 -0.01 -0.02 0.02 -0.176
C 4.206 -2.933 1.453 0.00 -0.02 0.00 -0.039
C 5.347 -3.205 2.191 0.01 0.00 0.00 -0.086
C 5.799 -2.291 3.133 0.01 0.00 0.00 -0.102
C 5.102 -1.108 3.327 0.01 0.01 0.01 -0.080
C 3.959 -0.837 2.587 -0.01 0.01 -0.03 -0.018
N -0.890 -1.144 0.756 0.01 0.13 0.12 0.148
C -2.423 1.214 2.279 0.04 0.03 0.00 -0.172
C -3.490 0.566 2.900 0.01 0.00 -0.04 -0.052
C -3.466 0.293 4.258 0.01 -0.01 0.03 -0.082
C -2.369 0.666 5.024 -0.03 -0.01 0.01 -0.099
C -1.309 1.321 4.419 0.02 0.01 -0.03 -0.075
C -1.339 1.594 3.056 0.00 0.03 0.02 -0.020
C -3.429 2.573 0.386 0.00 0.04 0.00 -0.131
C -4.204 3.270 1.303 -0.03 -0.03 0.01 -0.021
C -5.074 4.273 0.886 0.00 0.01 0.00 -0.086
C -5.182 4.594 -0.455 -0.01 0.00 -0.01 -0.105
C -4.399 3.913 -1.381 -0.01 0.01 0.01 -0.087
C -3.532 2.921 -0.961 0.04 -0.01 -0.02 -0.033
H -2.551 0.316 -1.015 0.00 0.00 0.00 0.116
H -3.924 0.043 0.044 0.00 0.02 0.02 0.119
H -4.086 -2.136 0.572 -0.01 -0.01 0.00 0.112
H -3.052 -4.286 1.311 0.00 0.00 0.00 0.108
H -0.587 -4.346 1.681 0.00 -0.01 0.00 0.112
H 1.447 -3.409 1.412 0.02 0.00 0.02 0.119
H 1.209 -2.155 2.597 -0.01 0.06 -0.02 0.145
H 0.806 -3.001 -1.048 0.00 0.00 0.00 0.124
H 1.623 -3.429 -3.348 0.03 0.02 0.01 0.132
H 3.523 -2.212 -4.355 0.00 -0.01 -0.01 0.116
H 4.945 -0.906 -2.835 0.00 0.01 0.00 0.111
H 4.177 -0.428 -0.519 0.00 0.00 0.01 0.130
H 3.867 -3.645 0.707 -0.01 0.00 0.00 0.117
H 5.888 -4.129 2.026 0.00 0.00 0.00 0.098
H 6.692 -2.499 3.709 0.00 0.00 0.00 0.096
H 5.452 -0.389 4.057 0.00 0.00 0.00 0.100
H 3.408 0.086 2.712 0.00 0.00 0.01 0.114
H -4.356 0.275 2.316 -0.01 -0.01 0.00 0.119
H -4.304 -0.213 4.720 0.00 0.00 0.00 0.099
H -2.344 0.448 6.085 0.00 0.00 0.00 0.096
H -0.450 1.622 5.005 0.00 0.00 0.01 0.101
H -0.517 2.116 2.583 -0.01 -0.01 0.00 0.108
H -4.131 3.042 2.358 0.00 0.00 0.00 0.108
H -5.665 4.805 1.621 0.00 0.00 0.00 0.099
H -5.859 5.373 -0.780 0.00 0.00 0.00 0.096
H -4.461 4.165 -2.433 0.00 0.00 0.00 0.097
H -2.895 2.424 -1.683 0.01 -0.01 0.01 0.111
C -0.241 -3.313 -5.535 -0.02 0.01 -0.05 -0.041
O 0.733 -2.327 -5.875 0.06 0.11 0.05 -0.043
C 0.965 -1.317 -5.019 -0.04 -0.16 0.01 -0.259
C 1.581 -0.203 -5.471 -0.01 0.08 0.07 0.008
C 1.884 0.850 -4.557 -0.01 -0.02 -0.03 0.026
C 1.501 0.893 -3.247 -0.05 -0.02 -0.01 -0.069
C 1.863 2.031 -2.366 -0.04 -0.12 0.00 -0.350
C 2.670 3.161 -2.954 0.02 0.07 0.03 -0.003
O 1.557 2.077 -1.187 -0.01 0.03 -0.03 0.063
C 0.671 -0.212 -2.777 0.07 0.12 0.05 -0.273
O -0.006 -0.209 -1.757 0.01 0.08 -0.11 0.053
C 0.690 -1.485 -3.574 -0.07 -0.03 -0.03 -0.078
H -0.321 -3.953 -6.409 0.00 -0.01 0.02 0.099
H -1.208 -2.846 -5.339 0.00 -0.03 0.01 0.104
H 0.068 -3.911 -4.678 -0.03 0.00 -0.02 0.085
H 1.850 -0.115 -6.514 0.00 -0.01 -0.01 0.124
H 2.438 1.686 -4.966 0.00 0.02 0.03 0.117
H 3.593 2.800 -3.407 0.01 -0.01 0.01 0.088
H 2.905 3.857 -2.155 0.00 0.00 -0.01 0.091
H 2.094 3.678 -3.724 0.00 0.00 -0.01 0.095
H -0.251 -1.997 -3.373 0.02 0.00 0.00 0.153
```
Positions in Å, forces in eV/Å.

The energy above the lowest of the compared OMol25 structures with the same formula, charge and spin is 279.6 kJ/mol. Its total energy is -90252.65666 eV. As for the spin multiplicity: 6. As for the expectation value of S²: 8.80.


# CH3F2O2PS

CH3F2O2PS in the gas phase at a distorted geometry (the ωB97M-V functional and the def2-TZVPD basis, the OMol25 dataset).

Geometry as XYZ:
```
10
Properties=species:S:1:pos:R:3:forces:R:3:lowdin_charge:R:1
C 0.382 -0.420 -0.800 -0.54 -1.43 1.75 -0.264
O -1.790 -0.550 -2.262 0.42 0.17 -0.33 -0.430
O -0.067 1.504 -2.340 -1.10 -0.29 -0.77 -0.595
F -0.081 2.670 -0.262 -0.09 0.59 0.26 -0.292
F 2.002 1.967 -1.104 -0.77 1.05 -0.65 -0.318
P 0.643 2.748 -1.684 1.36 -0.97 0.80 0.785
S -1.079 0.370 -1.398 0.76 0.84 -0.40 0.904
H 1.063 0.292 -0.261 -0.85 -0.82 -0.67 0.055
H -0.228 -1.012 -0.044 1.41 0.01 -0.35 0.065
H 0.901 -1.124 -1.495 -0.60 0.86 0.36 0.091
```
Positions in Å, forces in eV/Å.

The energy above the lowest of the compared OMol25 structures with the same formula, charge and spin is 0.0 kJ/mol. Its total energy is -30740.87340 eV.


# C4H8N3OS

A gas-phase ion, C4H8N3OS (charge +1) at a distorted geometry (the ωB97M-V functional and the def2-TZVPD basis, the OMol25 dataset).

Geometry as XYZ:
```
17
Properties=species:S:1:pos:R:3:forces:R:3:lowdin_charge:R:1
C 0.931 1.283 0.354 -0.12 -0.56 2.28 -0.568
C -1.398 -1.513 0.074 -0.02 1.04 -1.33 -0.102
C 0.988 -0.868 -0.847 -0.07 0.68 -2.82 -0.311
C -0.386 -0.427 -0.434 -1.19 0.33 -1.83 -0.476
N -2.141 -1.128 0.987 -0.18 1.15 1.53 0.146
N -0.136 0.517 0.624 1.04 0.53 -1.24 0.118
N 1.330 2.278 1.145 3.71 -1.12 -5.91 0.187
O -1.043 0.319 -1.582 0.44 -1.22 2.24 0.002
S 2.024 0.661 -0.855 -1.11 -0.24 0.10 1.089
H -1.590 -2.382 -0.534 0.38 -0.43 -0.34 0.131
H 1.381 -1.562 -0.198 1.05 -1.43 1.75 0.073
H 1.064 -1.315 -1.860 -0.36 0.30 0.53 0.119
H -2.962 -1.633 1.304 0.30 -0.58 -0.38 0.094
H -0.709 0.451 1.455 -0.32 0.44 0.10 0.157
H 0.892 2.455 1.954 -1.61 1.34 3.49 0.084
H 2.285 2.628 0.806 -2.09 -0.04 1.76 0.168
H -0.531 0.238 -2.393 0.15 -0.19 0.06 0.088
```
Positions in Å, forces in eV/Å.

The energy above the lowest of the compared OMol25 structures with the same formula, charge and spin is 129.0 kJ/mol. Its total energy is -21623.42069 eV. As for the net charge: +1.